Record 1
This record from the Open Molecules 2025 dataset describes a cluster of 9 separate species, C36H98ClN8O4 in total at a distorted geometry. The level of theory is ωB97M-V/def2-TZVPD.

Summary:
Kohn-Sham gap = 7.218 eV
Max |F| = 1.99 eV/A
LUMO = -2.559 eV
Relative energy (zero: lowest compared OMol25 entry of this formula, charge and spin) = 23.8 kcal per mole
Net charge = +1

```
147
Properties=species:S:1:pos:R:3:mulliken_charge:R:1
N -0.7201 3.2874 -2.3478 0.0494
H 0.1367 2.9769 -1.8657 -0.3126
H -1.2838 3.8587 -1.7163 0.3859
H -1.2623 2.4687 -2.7219 -0.0764
H -0.5355 3.9413 -3.1101 0.4947
N -0.0057 1.8254 2.7357 0.7386
H 0.5235 1.7800 1.8600 -0.0055
H -0.7983 1.1400 2.6486 -0.4187
H -0.3780 2.7424 2.9482 0.4621
H 0.6974 1.4390 3.4107 -0.2474
Cl 0.9738 0.4853 -0.4922 0.9154
O -0.4275 0.2252 -0.6667 -0.3293
O 1.1171 1.9375 -0.3160 -0.7327
O 1.4405 -0.2694 0.6326 -0.1466
O 1.6993 0.0551 -1.6449 -0.6598
C 3.3843 -3.1027 -0.3802 -1.5474
C 2.0925 -3.6634 0.1846 0.7391
N 2.3290 -4.7989 1.0661 0.1500
C 2.1727 -6.0632 0.3097 0.0603
C 2.4815 -7.2946 1.1221 -1.2604
C 1.4504 -4.6893 2.2424 -0.6016
C -0.0609 -4.5182 2.0186 -0.6169
H 3.4359 -2.0993 -0.8145 0.2145
H 3.8890 -3.7261 -1.1241 0.3600
H 4.1300 -2.9714 0.4139 0.3771
H 1.5299 -2.8396 0.6261 -0.4442
H 1.4344 -3.9430 -0.6544 0.0932
H 1.1323 -6.1306 -0.0452 -0.0575
H 2.7663 -5.9745 -0.6006 0.4401
H 2.1690 -7.1566 2.1558 0.2988
H 1.9262 -8.1570 0.7470 0.3487
H 3.5212 -7.6204 1.1711 0.3295
H 1.8568 -3.8155 2.7669 0.0226
H 1.6550 -5.4796 2.9639 0.4075
H -0.4078 -5.4748 1.6283 0.3403
H -0.2999 -3.6325 1.4281 -0.0396
H -0.5807 -4.2871 2.9526 0.4280
C -4.2564 1.8204 -5.8967 -1.1810
C -3.3689 2.5594 -4.8892 -0.8481
N -2.4602 1.7267 -4.0780 0.2440
C -3.1470 0.8001 -3.1580 0.1157
C -3.8816 1.5117 -2.0382 -1.2759
C -1.5352 0.9660 -4.9576 -0.8668
C -0.1653 0.7956 -4.3173 -0.5189
H -3.6482 1.2493 -6.5939 0.2795
H -4.7421 2.6255 -6.4600 0.4369
H -5.1114 1.2421 -5.5502 0.2809
H -2.6952 3.2201 -5.4382 0.5089
H -4.0021 3.1862 -4.2579 0.4617
H -3.8133 0.1723 -3.7636 0.6097
H -2.4112 0.0981 -2.7619 -0.3273
H -4.2651 0.7858 -1.3251 0.1724
H -3.2774 2.2473 -1.4990 0.1843
H -4.7325 2.1070 -2.3796 0.4736
H -1.5385 1.2941 -5.9932 0.6487
H -1.9342 -0.0592 -4.9746 0.3414
H 0.3964 1.7343 -4.2845 0.2821
H 0.4003 -0.0404 -4.7184 0.4829
H -0.3479 0.5572 -3.2645 -0.3170
C -3.1798 -2.1256 3.5999 -1.4321
C -1.9638 -1.2193 3.4230 -0.4625
N -2.2289 0.2097 3.7353 0.9362
C -2.4614 0.4853 5.1854 -0.6124
C -2.4978 1.9446 5.5776 -1.3354
C -3.3887 0.7723 2.9781 -1.0613
C -3.1551 0.6444 1.4618 -0.1215
H -3.9314 -1.6940 2.9338 0.2951
H -3.4869 -2.0772 4.6415 0.3335
H -3.0207 -3.1306 3.2173 0.4285
H -1.1340 -1.4768 4.0815 0.4623
H -1.5907 -1.2979 2.3995 0.0106
H -1.6798 -0.0963 5.6874 0.4478
H -3.3660 -0.0539 5.4903 0.3157
H -1.5959 2.5518 5.4636 0.1365
H -2.7728 2.0504 6.6291 0.4458
H -3.2696 2.5128 5.0587 0.4059
H -4.3345 0.2757 3.2023 0.4932
H -3.3695 1.8386 3.1690 0.3601
H -3.2727 -0.3812 1.1155 -0.3158
H -3.9203 1.2210 0.9402 0.5535
H -2.2004 1.0882 1.1897 0.0233
C 4.7050 5.6752 -4.2631 -1.3210
C 4.7178 5.3683 -2.7621 -0.3419
N 3.3888 4.9565 -2.3041 0.2261
C 3.3457 4.5992 -0.8859 -0.0525
C 3.9288 5.7040 -0.0028 -1.6200
C 2.7189 3.9536 -3.1156 0.7619
C 3.4570 2.6299 -3.3230 -0.9501
H 4.5889 4.7333 -4.8147 0.3034
H 5.7031 5.9175 -4.6347 0.4014
H 3.9354 6.3795 -4.5564 0.2989
H 5.5408 4.7169 -2.4492 0.3324
H 4.8772 6.3365 -2.2858 0.4734
H 2.3273 4.4102 -0.5345 -0.0511
H 3.8768 3.6424 -0.7766 0.4020
H 3.7023 5.5276 1.0548 0.3932
H 5.0130 5.7563 -0.0674 0.3690
H 3.4655 6.6795 -0.1567 0.3614
H 2.5004 4.3968 -4.0896 0.4701
H 1.7466 3.7056 -2.6901 -1.0317
H 2.9700 1.8318 -3.8953 0.4095
H 3.5528 2.0381 -2.4062 0.0688
H 4.4222 2.7915 -3.8015 0.3386
C 1.9574 -1.0888 3.9938 -1.0387
C 2.2727 0.0999 4.8707 -1.0543
N 2.5404 1.3504 4.1339 0.8487
C 2.7447 2.4348 5.1145 -0.7306
C 1.5502 2.8144 5.9945 -1.1571
C 3.7541 1.3060 3.2618 -0.7009
C 3.6723 2.4418 2.2393 -1.1073
H 2.7247 -1.2854 3.2417 0.4968
H 1.0659 -0.9373 3.3811 -0.1268
H 1.8855 -1.9770 4.6199 0.6269
H 1.5377 0.2473 5.6618 0.3364
H 3.1669 -0.1611 5.4613 0.4332
H 3.6354 2.3319 5.7432 0.4277
H 2.8871 3.3426 4.5244 0.2781
H 0.6938 3.1278 5.3884 0.1135
H 1.2192 1.9289 6.5438 0.3023
H 1.7172 3.6080 6.7176 0.4978
H 3.6896 0.3774 2.6980 0.1941
H 4.6456 1.3810 3.8855 0.3362
H 2.6326 2.5366 1.9195 0.1237
H 4.1813 2.2885 1.2883 0.4899
H 3.9262 3.4254 2.6312 0.4696
C -4.6321 -2.6534 -0.7195 -0.9344
C -4.3504 -3.8548 -1.6319 -0.4839
N -3.2191 -3.6054 -2.5122 0.1190
C -2.9483 -4.7312 -3.4130 -0.6970
C -2.4577 -5.9890 -2.7184 -0.9912
C -1.9794 -3.0951 -1.8692 0.4681
C -1.0596 -2.5827 -2.9855 -1.7305
H -4.4441 -1.7709 -1.3377 -0.0862
H -3.9060 -2.6965 0.0895 0.1616
H -5.6693 -2.6586 -0.3956 0.5399
H -4.2212 -4.7233 -0.9635 0.3175
H -5.1698 -4.1524 -2.2917 0.4867
H -3.8863 -4.9793 -3.9166 0.4763
H -2.2390 -4.4881 -4.2025 0.3186
H -2.3492 -6.8105 -3.4320 0.4349
H -1.5163 -5.8909 -2.1761 0.1579
H -3.1968 -6.3677 -2.0071 0.2958
H -1.5395 -3.8252 -1.1850 0.4135
H -2.2698 -2.2209 -1.2886 -0.4417
H -0.4989 -3.3631 -3.5020 0.5747
H -0.2256 -2.0251 -2.5450 0.0912
H -1.6324 -1.9563 -3.6627 0.5546
```


Record 2
This record from the Open Molecules 2025 dataset describes a structure of composition C36H99CsN9O13S at a distorted geometry. The level of theory is ωB97M-V/def2-TZVPD.

Summary:
Kohn-Sham gap = 6.000 eV
Max |F| = 3.76 eV/A
LUMO = 1.331 eV
Relative energy (zero: lowest compared OMol25 entry of this formula, charge and spin) = 42.5 kcal per mole
Net charge = -1

```
159
Properties=species:S:1:pos:R:3:mulliken_charge:R:1
Cs -0.2608 0.2054 -0.3333 -0.0478
S -1.1335 -3.3554 -0.1869 1.1293
O -1.5542 -3.5599 -1.5818 -1.0609
O -1.3537 -4.6153 0.5710 -1.0081
O 0.2662 -3.0032 -0.1668 -0.9072
O -1.9756 -2.2900 0.4358 -0.5961
C 0.7177 -3.1325 3.2286 -0.2691
C 0.8936 -4.6329 3.1460 1.0902
C 1.7109 -5.1710 4.3887 -0.4819
O 2.2002 -6.4863 4.2100 -0.3595
C 2.9656 -6.8683 5.3741 -0.7799
N -0.4200 -5.2364 2.9942 -0.8997
H 0.3156 -2.6540 2.3356 0.0191
H 1.7511 -2.7909 3.2872 -0.5693
H 0.1241 -2.8136 4.0854 0.3544
H 1.5010 -4.8065 2.2577 0.1900
H 1.0658 -5.1381 5.2667 0.3587
H 2.4262 -4.4375 4.7609 -0.1266
H 2.3886 -6.6819 6.2798 0.3259
H 3.9557 -6.4234 5.4734 0.2560
H 2.9765 -7.9577 5.3375 0.3138
H -0.7509 -5.0263 2.0633 0.4583
H -0.3066 -6.2294 2.8488 0.3469
C 2.0487 0.0254 4.2654 -0.7162
C 3.5017 0.2964 4.6957 0.4320
C 4.1841 -0.9692 5.0933 -0.8095
O 3.5325 -1.6343 6.1971 -0.3575
C 4.1966 -2.8612 6.6064 -0.7737
N 4.2888 0.9002 3.6831 -0.2533
H 1.5883 -0.5816 5.0450 0.7258
H 2.1926 -0.5150 3.3298 -0.3196
H 1.5289 0.9717 4.1157 0.1197
H 3.4554 0.9681 5.5529 0.2807
H 5.1835 -0.7522 5.4706 0.4890
H 4.2643 -1.6902 4.2798 0.1793
H 3.5687 -3.3746 7.3346 0.2898
H 5.2007 -2.7572 7.0175 0.3069
H 4.3137 -3.5483 5.7684 0.2448
H 3.7624 1.7589 3.6077 -0.0377
H 5.2207 1.1373 3.9921 0.2902
C -2.9716 9.2585 -2.5764 -1.4460
C -3.0111 8.7506 -1.1328 0.6868
C -2.4227 7.3712 -0.8784 -0.7120
O -3.2811 6.4236 -1.4929 -0.3738
C -3.2292 5.0504 -1.0273 -0.6713
N -2.3036 9.8018 -0.3938 -0.7935
H -1.9840 9.4454 -2.9979 0.3329
H -3.5917 10.1547 -2.5968 0.3985
H -3.3758 8.4812 -3.2249 0.3313
H -4.0558 8.7973 -0.8256 0.2009
H -2.3006 7.1329 0.1782 0.3994
H -1.4326 7.2068 -1.3036 0.2532
H -3.8474 4.6934 -0.2036 0.2619
H -2.1977 4.7254 -0.8909 0.3033
H -3.5972 4.3935 -1.8154 0.2755
H -1.3838 10.0488 -0.7302 0.2716
H -2.7888 10.6548 -0.6329 0.2868
C -1.8547 -0.5028 4.1122 -1.0608
C -3.2257 0.0599 3.6597 0.3919
C -3.2301 0.5298 2.1386 -0.9684
O -2.2930 1.5043 1.8799 0.3360
C -2.5415 2.7980 2.4229 -1.2235
N -4.2364 -0.9326 3.8138 -0.7314
H -1.5773 -1.3157 3.4410 0.1973
H -1.8775 -0.9860 5.0890 0.5537
H -1.0817 0.2625 4.1812 -0.0037
H -3.4609 0.8786 4.3397 0.4109
H -4.2221 0.8372 1.8076 0.4407
H -3.1179 -0.3819 1.5518 0.3270
H -2.3070 2.6605 3.4784 0.4035
H -3.5314 3.2540 2.4065 0.3229
H -1.8003 3.5596 2.1805 0.2965
H -5.1655 -0.5764 3.6405 0.2281
H -4.2734 -1.0949 4.8100 0.2637
C -5.0213 -1.2619 -3.4338 -2.1275
C -4.2210 -0.9367 -2.1547 2.6389
C -4.9298 0.1057 -1.3148 -0.4507
O -5.2887 1.2525 -2.1580 -0.3730
C -6.1752 2.1374 -1.5246 -0.7708
N -4.0191 -2.1715 -1.3975 -0.7066
H -4.7320 -2.1658 -3.9698 0.3778
H -5.0720 -0.4093 -4.1111 0.3828
H -6.0670 -1.4491 -3.1895 0.4768
H -3.2262 -0.6655 -2.5081 -1.3388
H -4.2811 0.5065 -0.5359 -0.2099
H -5.7840 -0.3001 -0.7730 0.6989
H -5.7079 2.5457 -0.6285 0.2078
H -7.1243 1.6601 -1.2804 0.3478
H -6.4764 2.9675 -2.1635 0.2749
H -3.2781 -2.7044 -1.8301 0.5436
H -3.4592 -1.9595 -0.5841 0.2424
C -1.8433 -0.2702 -5.5233 -1.5705
C -1.0306 0.4055 -4.4517 0.3258
C -1.7307 1.6584 -3.7974 -0.4645
O -0.8558 2.3153 -2.9097 0.3103
C 0.1697 3.0755 -3.5681 -0.8889
N -0.6734 -0.6110 -3.5273 0.4609
H -2.2717 0.4312 -6.2392 0.4994
H -2.6979 -0.7608 -5.0574 0.1971
H -1.2838 -0.8990 -6.2159 0.3430
H -0.0583 0.5412 -4.9252 0.5851
H -2.5568 1.2592 -3.2090 -0.3445
H -2.3258 2.2740 -4.4719 0.4071
H 1.0133 2.6009 -4.0694 0.1901
H 0.6790 3.6722 -2.8114 0.2359
H -0.2677 3.7502 -4.3040 0.3544
H -1.5417 -1.0049 -3.1942 -0.2319
H -0.0937 -1.2783 -4.0159 -0.2983
C 1.8314 -3.4351 -4.1051 -0.5968
C 0.5615 -3.9322 -4.6960 1.4202
C 0.8041 -4.9246 -5.8937 -1.1399
O 1.6294 -4.3411 -6.8442 -0.2730
C 1.4812 -5.0068 -8.1436 -0.8318
N -0.1758 -4.6484 -3.6476 -0.6794
H 1.5582 -2.7700 -3.2859 -0.3898
H 2.3865 -2.8666 -4.8514 0.3283
H 2.5065 -4.2185 -3.7607 0.4452
H -0.0398 -3.1137 -5.0917 -0.2930
H -0.1381 -5.2521 -6.3331 0.4446
H 1.2738 -5.8465 -5.5508 0.4250
H 2.0263 -4.5256 -8.9557 0.2586
H 0.4769 -5.2594 -8.4836 0.3177
H 1.9596 -5.9685 -7.9580 0.3353
H -0.9984 -5.1322 -3.9784 0.3544
H -0.6293 -3.9934 -3.0269 0.1559
C 4.1289 2.8706 0.7235 -1.8888
C 2.7393 2.3325 1.1494 2.2055
C 2.0004 3.2619 2.1278 -0.9085
O 2.7721 3.4191 3.2834 -0.5064
C 2.1846 4.2105 4.4149 -0.9002
N 1.9954 2.2307 -0.0881 0.1796
H 4.2425 3.8191 0.1985 0.4161
H 4.6698 2.1985 0.0572 0.4225
H 4.7758 3.0412 1.5841 0.3474
H 2.8611 1.3120 1.5125 -1.1747
H 0.9839 2.9327 2.3436 0.3239
H 1.9433 4.2744 1.7281 0.5944
H 2.3292 5.2894 4.3573 0.2968
H 2.5987 3.8339 5.3502 0.3134
H 1.1093 4.0515 4.4967 0.3115
H 1.9422 3.1727 -0.4486 0.1342
H 2.5849 1.8052 -0.7891 -0.1246
C 4.5440 -1.1005 0.6370 -0.9392
C 3.2136 -1.4493 0.0685 2.3024
C 3.1871 -1.3475 -1.4747 -0.3224
O 3.4072 -0.0802 -2.0607 -0.3193
C 3.2225 -0.0899 -3.4802 -0.4727
N 2.9004 -2.7785 0.5663 -0.7344
H 4.4422 -1.1981 1.7178 -0.0753
H 4.6983 -0.0241 0.5622 0.0946
H 5.4049 -1.6870 0.3161 0.3557
H 2.5172 -0.7240 0.4893 -0.9265
H 2.1604 -1.5603 -1.7727 -0.5600
H 3.7998 -2.1246 -1.9316 0.4370
H 3.8098 0.7287 -3.8964 0.3293
H 2.1707 0.0103 -3.7479 -0.0426
H 3.5260 -1.0266 -3.9478 0.3489
H 1.9572 -3.0208 0.2981 0.6763
H 2.9312 -2.8724 1.5714 0.1827
```